1.
The following is a DFT calculation (ωB97M-V/def2-TZVPD) of a single C5H9NO4 molecule in a non-equilibrium geometry.

HOMO (spin up / spin down)	-8.5 / -8.5	eV
energy	-15006.174	eV
energy relative to the best compared isomer or geometry (same formula, charge and spin)	140.0	kcal per mole
HOMO-LUMO gap (spin up / spin down)	0.275 / 0.275	Eh
LUMO (spin up / spin down)	-0.0387 / -0.0387	hartree
molar mass	147.13	g/mol

```
! RIJCOSX wB97M-V def2-TZVPD def2/J DEFGRID3
* xyz 0 1
H 1.72 -0.58 0.86
C -0.01 -1.47 -0.02
H -1.45 -2.74 0.84
O 0.69 0.37 -2.24
C -1.41 -1.89 0.14
H 0.27 -0.69 1.95
C -0.09 0.84 0.27
C -0.41 0.45 -1.47
H 0.41 0.36 -3.18
H 2.27 2.79 1.00
O -1.53 0.48 -1.90
O -1.11 1.18 0.85
H 0.81 2.73 1.73
H 0.54 -1.81 -0.90
H -1.88 -2.17 -0.80
O 0.97 1.73 0.03
C 0.64 -0.67 0.93
H -1.98 -1.08 0.60
N 1.53 2.16 1.29
*
```

***

2.
The following is a DFT calculation (ωB97M-V/def2-TZVPD) of a single C6H12N3OP molecule in a non-equilibrium geometry.

HOMO (spin up / spin down)	-5.4 / -9.6	eV
energy	-22218.335	eV
energy relative to the best compared isomer or geometry (same formula, charge and spin)	5.0	kcal per mole
HOMO-LUMO gap (spin up / spin down)	0.229 / 0.325	Eh
expectation value of S²	2.0164
LUMO (spin up / spin down)	0.0304 / -0.0269	hartree
molar mass	173.16	g/mol

```
! RIJCOSX wB97M-V def2-TZVPD def2/J DEFGRID3
* xyz 0 3
N 0.71 -1.34 -0.65
H 1.39 -4.32 -0.28
C 1.79 -3.46 -0.81
H -3.93 0.09 0.41
H 0.96 3.29 -2.35
H -1.41 0.17 2.21
H -3.79 -0.70 2.00
P 0.27 0.05 0.17
N 0.61 1.29 -0.88
C -3.46 0.14 1.39
C -1.98 0.12 1.28
H 2.47 3.77 -1.53
C 1.74 1.84 -1.02
H -3.76 1.04 1.90
C 1.92 2.95 -1.99
H 1.76 -2.11 0.95
H 2.63 1.54 -0.45
H 2.52 2.59 -2.83
N -1.39 0.04 0.16
O 0.92 0.19 2.12
C 1.41 -2.22 -0.08
H 2.88 -3.56 -0.82
H 1.41 -3.44 -1.82
*
```

***

3.
The following is a DFT calculation (ωB97M-V/def2-TZVPD) of a molecular structure, C19H24N8O2Re in a non-equilibrium geometry.

HOMO (spin up / spin down)	-13.6 / -13.8	eV
energy	-38224.068	eV
energy relative to the best compared isomer or geometry (same formula, charge and spin)	61.8	kcal per mole
HOMO-LUMO gap (spin up / spin down)	0.287 / 0.253	Eh
expectation value of S²	0.7606
LUMO (spin up / spin down)	-0.2123 / -0.2547	hartree
molar mass	582.66	g/mol

```
! RIJCOSX wB97M-V def2-TZVPD def2/J DEFGRID3
* xyz 2 2
H -1.64 1.32 4.29
C -1.26 3.02 1.30
N -0.33 0.90 -1.43
H -2.35 -0.74 1.17
H -1.54 -2.89 -1.28
H -1.40 3.98 0.84
C -1.10 1.63 3.40
H 4.33 1.68 1.01
H 2.95 -2.75 -3.01
N 1.98 -2.78 -3.28
H -1.90 3.86 -1.26
N 0.52 -2.57 1.04
C -1.09 1.92 0.54
C 1.06 -2.22 -2.51
C 0.09 0.97 -2.71
H -2.66 -3.17 1.95
C -0.97 3.08 -3.03
C -1.22 2.94 2.77
H 0.69 0.16 -3.07
H -1.70 3.72 3.33
C -1.74 -2.61 1.82
H -0.11 -0.26 2.83
C -0.59 -3.49 1.39
C 2.48 0.82 1.11
N 3.59 3.82 2.46
C 2.84 2.96 2.32
H 1.73 -3.24 -4.14
N 3.73 0.94 0.69
H -2.49 -1.90 0.03
H -1.51 -2.12 2.77
C -0.37 -2.20 -2.91
C -0.33 0.72 2.43
N -0.79 0.66 1.06
H -1.26 3.91 -3.66
H -0.65 -3.13 -3.42
C -1.22 -1.91 -1.67
C -0.96 1.97 -0.91
N -1.89 -1.56 0.78
C -1.34 3.05 -1.70
C 1.99 1.84 2.04
H 0.97 -2.21 1.88
N 0.10 2.57 3.49
O 1.79 -0.15 0.71
H 4.10 0.25 0.04
O 1.39 -1.67 -1.42
H 0.15 2.04 -4.55
C -0.21 2.04 -3.53
H -0.48 -1.42 -3.67
H -0.86 -4.05 0.50
H -2.13 -1.39 -1.95
H -0.32 -4.20 2.17
Re -0.13 -0.83 -0.14
H 1.25 -3.06 0.53
C 0.78 1.72 2.61
*
```

***

4.
The following is a DFT calculation (ωB97M-V/def2-TZVPD) of 14 unconnected molecules or ions with the total composition C57H147N5O19 in a non-equilibrium geometry.

HOMO	-8.3	eV
energy	-107833.865	eV
energy relative to the best compared isomer or geometry (same formula, charge and spin)	146.0	kcal per mole
HOMO-LUMO gap	0.316	Eh
LUMO	0.0096	hartree
molar mass	1206.82	g/mol

```
! RIJCOSX wB97M-V def2-TZVPD def2/J DEFGRID3
* xyz 0 1
H 8.21 -4.42 -4.93
H 3.44 -5.24 -10.76
H -1.35 0.52 1.05
O -8.92 0.87 1.48
H 3.70 -7.16 -8.63
N -7.22 -0.56 -0.71
H 2.11 -11.63 -1.64
O -4.16 -7.38 4.12
H -1.25 8.15 -0.85
H 6.16 2.01 6.79
H 8.57 -1.76 -7.65
H -3.66 0.01 -3.57
H 3.81 4.09 -2.51
H 3.11 13.18 -1.45
H 1.09 -5.14 7.97
C -5.57 10.16 7.78
H -6.08 0.71 8.99
O 2.94 3.80 -4.34
H 0.21 -9.60 -3.74
C 8.02 -2.35 -5.67
O -2.28 2.03 3.30
C 0.57 -2.35 -0.91
O -4.64 12.00 6.74
H -5.89 11.38 4.53
C 1.03 -4.07 8.12
C -0.59 -11.74 -2.27
H -10.92 1.26 1.02
C -2.10 -8.62 3.63
H -3.99 -9.57 -7.44
H -6.71 1.43 -0.13
C 4.41 -8.34 -12.92
H 1.28 -5.52 -13.98
C 4.24 -7.97 -10.60
C -7.96 -0.45 8.56
H 6.19 -1.54 0.74
H 4.82 3.16 -3.60
C 1.14 7.56 6.46
H -1.85 -1.63 0.04
O -5.15 0.69 -2.25
O 0.59 8.92 -1.34
O 8.01 -1.07 -5.01
H -1.87 -6.99 -7.60
H 2.15 -9.94 -1.10
H 0.76 12.17 -0.77
H 1.50 -3.55 7.29
H 0.80 -3.26 -0.35
H 6.37 9.88 -2.75
H -4.57 9.74 7.67
H -3.94 -10.32 2.61
H -8.20 0.14 7.67
C -8.95 -0.48 1.12
H 0.99 10.00 0.32
H 1.79 -3.65 -10.89
H 4.65 -8.92 -10.26
O -0.87 -3.82 6.91
C -1.29 -0.39 1.64
H 2.80 -8.59 -9.21
H 8.83 2.43 6.35
H 3.86 -8.58 -13.83
C 1.38 -4.65 -10.75
H 2.60 5.46 -5.53
H -5.45 -6.93 -8.88
H 1.58 9.51 5.78
H -0.32 -2.54 8.51
H 0.27 0.40 4.55
H 3.73 8.45 6.60
H 0.07 7.53 6.29
H 5.11 -9.15 -12.74
H 7.23 -0.87 -4.49
H -0.07 -12.55 -2.78
H -5.42 -7.61 -7.27
N 2.16 -6.81 -10.02
C -4.84 -7.02 -7.98
H -6.48 9.77 5.17
H -0.04 9.79 7.34
C -0.19 7.87 -0.80
C -7.21 -1.77 8.33
O -9.13 -0.78 9.26
C -7.55 -0.93 0.66
H -3.78 3.42 3.09
C 5.31 -1.24 1.31
H 9.02 -3.38 -7.29
H -5.26 0.00 -4.21
O 3.53 -8.21 -11.81
H -0.37 -3.27 6.31
N -0.28 -0.43 2.69
H 9.31 -3.35 -4.10
C 1.78 -5.32 -13.04
H -7.07 0.86 -3.01
H -2.37 0.26 4.38
H 2.70 -4.93 -9.19
H 4.20 5.44 -4.82
H 5.49 3.16 8.02
H 0.26 1.53 3.29
H -6.22 9.29 7.70
H -10.63 1.04 2.74
H 5.69 -0.85 2.26
C -0.27 0.65 3.64
C 0.44 10.14 -0.61
C -7.05 0.47 9.41
H -7.46 -2.01 0.73
H -4.07 -9.38 -9.23
H -0.96 -12.08 -1.31
H 7.62 -3.13 -3.74
H -5.55 10.55 8.80
H 2.49 -6.14 -12.88
H -6.41 2.36 -2.33
O 0.25 -1.42 0.06
H 1.95 -7.17 -10.94
C -1.21 -4.40 9.13
C 8.95 -2.39 -6.85
C -0.36 -3.60 8.22
C 5.55 0.89 0.19
H -0.79 -5.05 9.90
H -6.82 -0.09 10.32
C 3.79 3.30 -3.26
H -3.02 -7.16 -9.08
H -4.53 -8.79 1.95
H 3.14 1.32 -3.52
H -0.23 -9.72 -1.64
H 6.38 0.64 -0.47
C 3.23 -7.63 -9.50
H -1.82 -5.09 8.56
N 4.17 1.24 -1.79
H 1.35 -2.07 -1.62
H -6.25 -0.83 -0.81
H 2.34 2.11 -2.15
C 7.64 3.17 7.92
H -1.91 -8.00 2.76
H -9.41 -1.67 9.03
H 8.76 3.54 9.35
H 2.77 10.36 -1.81
C -6.46 1.27 -2.21
N 2.42 11.26 -1.51
H 5.12 11.89 -1.31
C 8.31 -3.41 -4.54
H 2.60 12.65 -3.02
H -1.46 -11.53 -2.89
C -3.48 -7.61 -8.20
H -3.63 2.79 4.77
H 7.54 4.20 7.56
C -10.21 1.44 1.82
H 2.82 5.78 -3.82
C -3.51 -9.16 -8.32
H -6.92 -0.53 1.44
C 3.16 5.16 -4.65
H -9.68 -0.70 0.34
H 1.34 6.78 7.21
C 1.55 -10.85 -1.14
C 8.87 2.38 7.43
C -3.57 2.55 3.71
H -0.25 -2.58 -1.58
H -1.54 1.60 5.11
C -7.19 0.90 -0.95
H 9.93 -2.02 -6.56
H 1.53 7.20 5.51
C 3.07 8.99 7.28
C 0.34 -10.56 -2.04
C -4.59 0.58 -3.58
H 0.59 -4.50 -10.02
H -9.19 -1.05 2.01
H -7.52 1.39 9.78
H -4.85 10.03 5.02
H 8.97 1.40 7.90
H -4.43 1.89 3.54
O -2.65 -7.27 -7.10
H 1.27 -11.12 -0.12
C -1.68 1.07 4.16
O 4.67 -0.18 0.60
H 7.09 -2.65 -6.14
O 0.89 -10.07 -3.25
H 9.79 2.89 7.73
H -6.17 -1.59 8.04
O 0.84 -5.24 -11.95
O 7.87 3.21 9.29
C 3.14 12.32 -2.13
H 5.04 -7.45 -13.05
H 6.03 9.94 -4.49
C -5.77 11.16 6.65
C -1.02 -1.60 0.75
H 0.45 11.36 -2.35
C 6.29 2.47 7.77
H 5.86 1.43 1.09
H -3.54 -6.82 4.59
H -1.94 -3.74 9.61
C 4.64 11.95 -2.29
C -5.76 10.58 5.25
O 0.87 9.72 7.65
O 4.65 10.84 -3.22
H 6.17 1.62 8.45
H 6.63 11.36 -3.73
C -4.44 -9.38 2.87
H 3.04 8.47 8.23
H 1.60 -3.80 9.01
H -0.08 7.00 -1.44
H 5.25 2.71 -0.85
H -10.07 2.52 1.89
C 5.98 10.50 -3.56
H -6.68 11.74 6.80
C 3.28 2.00 -2.68
H -1.51 -8.16 4.43
H 4.69 -2.13 1.40
H 3.66 0.43 -1.47
C 4.61 1.88 -0.58
H -4.66 12.64 6.03
H -1.06 -2.57 1.24
H 5.21 12.77 -2.72
H -2.26 -0.51 2.13
H 5.05 -7.27 -10.78
H 2.24 -4.33 -13.12
H -8.24 1.20 -0.90
H -7.70 -2.34 7.55
C 1.63 9.02 6.75
H 0.65 -0.54 2.30
C 2.54 -5.40 -10.16
H -0.57 10.40 -0.30
H -1.75 -9.57 3.23
H -5.44 -9.59 3.23
C -3.61 -8.65 3.95
H -3.81 -9.26 4.84
H 3.78 2.21 0.04
H 0.10 7.66 0.23
H -7.21 -2.43 9.19
H -2.51 -9.59 -8.32
C 0.98 11.31 -1.39
H -4.76 -6.02 -7.55
H 3.50 9.98 7.45
H -4.45 1.53 -4.09
*
```

***

5.
The following is a DFT calculation (ωB97M-V/def2-TZVPD) of a gas-phase ion, C7H11N2S (charge +1) in a non-equilibrium geometry.

HOMO (spin up / spin down)	-11.5 / -11.5	eV
energy	-21243.985	eV
energy relative to the best compared isomer or geometry (same formula, charge and spin)	48.9	kcal per mole
HOMO-LUMO gap (spin up / spin down)	0.266 / 0.266	Eh
LUMO (spin up / spin down)	-0.1581 / -0.1581	hartree
molar mass	155.25	g/mol

```
! RIJCOSX wB97M-V def2-TZVPD def2/J DEFGRID3
* xyz 1 1
H -4.20 1.83 -0.02
H -0.20 -2.62 0.37
C -3.45 1.06 -0.01
H 2.75 -0.28 0.57
C 0.00 -0.57 -0.02
H 4.01 1.86 -0.11
C -2.46 -1.01 0.03
N 3.02 1.81 0.16
H -4.62 -0.75 0.05
H 0.83 -2.23 -1.02
H 1.45 -1.99 0.62
S -1.80 1.49 -0.04
C -3.65 -0.29 0.02
N 1.01 0.75 -0.12
C 2.37 0.46 -0.16
H 2.92 2.01 1.16
H 2.46 2.50 -0.35
H -2.41 -2.09 0.05
C 0.55 -1.92 0.00
H 2.74 0.17 -1.16
C -1.33 -0.19 -0.01
*
```

***

6.
The following is a DFT calculation (ωB97M-V/def2-TZVPD) of a single C5H6N2 molecule in a non-equilibrium geometry.

HOMO	-9.8	eV
energy	-8258.431	eV
energy relative to the best compared isomer or geometry (same formula, charge and spin)	90.6	kcal per mole
HOMO-LUMO gap	0.392	Eh
LUMO	0.0329	hartree
molar mass	94.12	g/mol

```
! RIJCOSX wB97M-V def2-TZVPD def2/J DEFGRID3
* xyz 0 1
H -0.09 2.20 -0.57
N -0.83 -1.57 2.32
H -0.78 -2.05 -0.85
C -0.42 -1.22 -0.25
H -0.94 0.21 -1.86
H -0.95 1.49 0.78
N 0.81 -0.56 -0.85
H 1.37 -0.31 0.76
C -0.21 1.27 0.01
C -0.48 0.11 -0.90
C -0.64 -1.41 1.16
H 2.00 1.26 0.01
C 1.16 0.59 0.24
*
```

***

7.
The following is a DFT calculation (ωB97M-V/def2-TZVPD) of a single C5H11NO molecule in a non-equilibrium geometry.

HOMO	-9.2	eV
energy	-8898.262	eV
energy relative to the best compared isomer or geometry (same formula, charge and spin)	79.2	kcal per mole
HOMO-LUMO gap	0.372	Eh
LUMO	0.0345	hartree
molar mass	101.15	g/mol

```
! RIJCOSX wB97M-V def2-TZVPD def2/J DEFGRID3
* xyz 0 1
H -3.08 -2.14 1.89
H -1.87 0.14 0.08
H -3.77 -1.54 0.56
C 0.47 1.08 -0.58
C 1.63 1.36 -1.62
H -2.51 -2.62 0.28
N 0.78 -0.18 0.10
H 1.61 -0.05 0.70
H 1.26 1.96 -2.50
H 0.40 1.91 -0.01
O 2.74 0.83 -1.44
H -2.27 0.00 1.95
H -0.49 1.15 -1.30
H 0.06 -0.10 2.21
C -2.77 -1.73 0.94
C -1.87 -0.51 1.02
H -0.05 -1.67 1.39
C -0.23 -0.60 1.17
*
```

***

8.
The following is a DFT calculation (ωB97M-V/def2-TZVPD) of a molecular structure, C14H20Cl3FGeN4OPtSi in a non-equilibrium geometry.

HOMO (spin up / spin down)	-11.8 / -12.3	eV
energy	-130775.825	eV
energy relative to the best compared isomer or geometry (same formula, charge and spin)	7.7	kcal per mole
HOMO-LUMO gap (spin up / spin down)	0.302 / 0.250	Eh
expectation value of S²	0.7902
LUMO (spin up / spin down)	-0.1322 / -0.2014	hartree
molar mass	681.47	g/mol

```
! RIJCOSX wB97M-V def2-TZVPD def2/J DEFGRID3
* xyz 1 2
C 0.95 2.40 0.13
H 4.51 3.51 -0.67
N 1.60 0.07 0.10
N -2.47 -1.54 2.17
C 3.92 -0.68 1.73
H 2.92 -3.53 0.89
C 3.25 1.85 -0.31
C -3.13 -0.83 1.26
O -2.42 1.01 -1.61
C -5.10 1.48 -1.65
H 2.72 5.19 -0.39
H 3.29 -0.53 2.61
H 1.49 -2.79 1.60
H 4.50 0.23 1.58
Cl -1.12 -4.02 0.28
H 4.63 -1.48 1.97
N -4.44 0.70 -0.60
Cl 0.52 -2.85 -2.56
H 1.51 -3.26 -0.11
Ge -0.95 -2.33 -1.07
H 4.04 1.13 -0.45
H -6.17 1.30 -1.61
C 2.10 -2.83 0.70
C 1.19 3.73 0.02
F -0.29 1.99 0.47
H 3.05 -1.51 -2.16
C 1.93 1.37 -0.03
H -6.21 0.21 0.35
C -4.54 -0.69 1.31
H -5.12 -1.19 2.08
H -1.49 -1.74 2.02
Si 2.88 -1.21 0.27
H 4.43 -0.56 -1.63
C 3.51 3.19 -0.44
C 3.77 -1.38 -1.36
H -4.89 2.54 -1.51
H -4.71 1.17 -2.62
C -5.14 0.07 0.37
H -2.97 -2.10 2.83
C -3.07 0.55 -0.70
H 4.38 -2.29 -1.32
Pt -0.45 -0.32 -0.04
C 2.49 4.14 -0.28
H 0.39 4.44 0.16
N -2.44 -0.21 0.30
Cl -2.85 -2.38 -2.09
*
```

***

> energy of number 2 (C6H12N3OP)?

-22218.335 eV

***

> The lowest energy relative to the best compared isomer or geometry (same formula, charge and spin) belongs to which entry?

C6H12N3OP

***

> energy relative to the best compared isomer or geometry (same formula, charge and spin) of number 6 (C5H6N2)?

90.6 kcal per mole

***

> What is the formula in the fifth record?

C7H11N2S